Model 1:
Computed, not measured: a cluster of 2 separate species, C5H13NO in total, with the ωB97M-V functional and the def2-TZVPD basis.

- M: 103.2 Da
- Kohn-Sham gap (alpha / beta): 8.5 / 6.0 eV
- 2S+1: 2
- Charge: +1
- HOMO energy (alpha / beta): -0.5158 / -0.5138 Ha

The geometry in XYZ format:
```
20
Properties=species:S:1:pos:R:3:lowdin_charge:R:1
C -0.38323 1.02425 2.35370 -0.08
N -0.78151 0.12400 1.25690 -0.12
C -1.08656 0.85377 -0.00335 -0.17
C 1.36035 -0.78599 -2.20407 0.00
C 0.16228 0.11086 -2.01417 0.04
C 0.01039 0.98226 -0.99157 0.06
H 0.13045 0.59406 3.21252 0.09
H 0.34992 1.73032 1.95548 0.09
H -1.27003 1.54938 2.72724 0.09
H -1.65877 -0.29705 1.51441 0.12
H -1.46068 1.82886 0.33183 0.14
H -1.90531 0.26504 -0.43189 0.14
H 1.03531 -1.80238 -2.41321 0.11
H 1.97228 -0.36485 -3.00865 0.12
H 1.94728 -0.74111 -1.28253 0.09
H -0.73670 -0.08634 -2.59934 0.15
H 0.88863 1.56524 -0.66922 0.17
H 0.15262 -1.50359 0.56811 -0.02
H 0.62927 -2.72194 1.28491 0.04
O 0.64401 -2.32479 0.41291 -0.06
```

Model 2:
Computed, not measured: a cluster of 2 separate species, C5H13NO in total, with the ωB97M-V functional and the def2-TZVPD basis.

- M: 103.2 Da
- Kohn-Sham gap (alpha / beta): 9.5 / 4.5 eV
- 2S+1: 2
- Charge: +1
- HOMO energy (alpha / beta): -0.5241 / -0.5241 Ha

The geometry in XYZ format:
```
20
Properties=species:S:1:pos:R:3:lowdin_charge:R:1
C 2.16393 -1.27718 1.77655 -0.14
C 2.02905 -1.10765 0.25071 -0.18
H 1.96817 -0.50471 2.39385 0.00
H 1.18640 -1.90354 2.26517 0.14
H 3.07320 -1.54376 2.13517 0.02
H 1.08134 -1.45651 -0.19961 0.04
H 2.14295 -0.06915 -0.07404 0.05
H 2.85801 -1.62681 -0.37199 0.10
C -1.21448 0.49450 0.04022 -0.12
C -1.48549 1.94686 0.44406 -0.05
C -1.95307 -0.04548 -1.30717 -0.23
O -3.07624 -0.41721 -1.52035 0.36
N -1.07770 0.23784 -2.47486 0.25
H -0.11215 0.36359 -0.17262 0.09
H -1.43217 -0.18488 0.95477 0.16
H -0.75972 2.48975 1.03893 0.10
H -2.49966 1.86598 1.02023 0.14
H -1.46452 -0.03086 -3.37227 0.14
H -0.14342 0.36265 -2.37118 0.07
H -1.28444 2.40655 -0.45554 0.05
```

Model 3:
Computed, not measured: a cluster of 2 separate species, C5H13NO in total, with the ωB97M-V functional and the def2-TZVPD basis.

- M: 103.2 Da
- Kohn-Sham gap (alpha / beta): 10.8 / 8.1 eV
- 2S+1: 2
- Charge: +1
- HOMO energy (alpha / beta): -0.5190 / -0.5454 Ha

The geometry in XYZ format:
```
20
Properties=species:S:1:pos:R:3:lowdin_charge:R:1
C 2.03118 -0.15405 -2.14772 -0.05
C 1.12089 0.33593 -1.10573 -0.01
C 0.12487 -0.44561 -0.53732 -0.04
N -0.62817 -0.04980 0.46925 0.08
C -1.00968 1.31961 0.82445 -0.19
C -2.42376 1.64810 0.33826 -0.04
H 2.00674 -1.24295 -2.23004 0.10
H 1.78158 0.25131 -3.13570 0.11
H 3.06884 0.11027 -1.96686 0.10
H 1.36603 1.28977 -0.66126 0.12
H 0.13188 -1.50134 -0.76430 0.15
H -1.03896 -0.77759 1.04381 0.17
H -0.25432 1.96609 0.38870 0.11
H -0.93964 1.43979 1.90124 0.13
H -3.10327 0.89729 0.72006 0.08
H -2.47108 1.61052 -0.74471 0.08
H -2.65935 2.63709 0.70201 0.09
H 1.28727 -3.64490 2.77608 0.05
H 0.90218 -2.37217 2.05041 0.01
O 0.70677 -3.31735 2.07934 -0.06
```

Among the structures above, stability is greatest for model 3.